1.
Density functional theory data (ωB97M-V with the def2-TZVPD basis set) for a cluster of 5 separate species, C7H20O5 in total.

Summary:
SMILES string = C=C/C=C/CCCO.O.O.O.O
Largest force on an atom = 2.534 eV Å⁻¹
Total energy = -17818.959 eV

XYZ file:
```
32
Properties=species:S:1:pos:R:3:forces:R:3:nbo_charge:R:1
C -0.4862 1.8114 -1.1448 -0.593 1.553 1.005 -0.062
O -0.6439 0.4425 -1.3016 -0.563 -1.193 -1.486 -0.753
C 0.1584 2.0255 0.2316 0.325 1.209 -0.817 -0.430
C 1.6921 1.8915 0.1826 1.349 1.327 0.396 -0.445
C 2.1179 0.4679 -0.1372 -0.014 1.499 1.167 -0.203
C 2.3934 -0.4899 0.7507 0.760 -0.289 -0.756 -0.204
C 2.6694 -1.8728 0.2552 -0.587 1.236 0.391 -0.180
C 2.4792 -2.2233 -1.0122 1.037 -2.278 0.398 -0.423
H -1.5242 2.2496 -1.1785 0.886 -0.466 0.226 0.175
H 0.0664 2.3810 -1.9229 0.032 -0.764 0.015 0.157
H 0.1970 -0.0060 -1.2153 0.338 -0.084 0.142 0.483
H -0.3026 1.2677 0.8752 0.090 0.682 0.364 0.238
H -0.0364 3.0832 0.4770 -0.263 -0.496 0.602 0.208
H 2.2130 2.2893 1.0959 -0.938 -0.936 -0.054 0.221
H 2.1275 2.7208 -0.4862 -0.751 -1.600 -0.037 0.207
H 2.0918 0.2632 -1.1850 0.178 -0.452 -0.606 0.178
H 2.4460 -0.3324 1.8317 -0.135 0.196 -0.427 0.219
H 2.9674 -2.6100 1.0033 -0.567 0.031 -0.244 0.213
H 2.5184 -1.6604 -1.9218 -0.676 0.677 -0.022 0.196
H 2.5118 -3.3045 -1.1582 0.239 0.200 -0.382 0.198
H -3.5750 -0.0655 -2.3580 -0.092 0.333 -0.225 0.477
H -2.1494 -0.6246 -2.6047 -0.369 0.183 0.331 0.499
O -3.0183 -0.8289 -2.2176 0.326 -0.434 -0.227 -0.957
H -2.6000 0.7425 3.1504 0.317 0.251 0.215 0.471
H -2.2061 -0.2681 2.1252 0.530 0.632 0.171 0.507
O -1.7998 0.4123 2.7245 -0.951 -0.697 -0.407 -0.989
H -0.3875 -0.9304 2.1339 -0.386 1.371 0.197 0.487
H -0.5840 -1.7095 0.7642 -0.293 0.645 0.056 0.480
O -0.2966 -1.7418 1.6750 0.907 -2.208 -0.062 -0.964
H -2.7404 -0.6807 -0.3827 0.188 0.211 -0.391 0.507
H -3.4126 -1.7529 0.4176 0.199 0.234 0.259 0.477
O -2.8868 -0.9467 0.5328 -0.522 -0.571 0.211 -0.989
```
Positions in Å, forces in eV/Å.

=====

2.
Density functional theory data (ωB97M-V with the def2-TZVPD basis set) for a structure of composition C7H21GaN2OPS.

Summary:
Charge = +1
Largest force on an atom = 2.939 eV Å⁻¹
Total energy = -85119.366 eV

XYZ file:
```
34
Properties=species:S:1:pos:R:3:forces:R:3:nbo_charge:R:1
Ga 0.9357 -0.7939 -0.3908 0.566 0.251 1.213 0.732
H -0.8370 -1.5778 2.8576 0.084 -0.175 -0.096 0.028
H -0.5831 -2.2560 2.6674 -0.074 0.179 0.061 -0.025
P 1.4566 -3.0566 -0.8697 -0.724 2.725 0.752 0.963
C 0.3982 -3.8887 -2.0345 0.468 -0.760 -0.209 -0.962
H 1.0088 -4.7363 -2.3803 -0.668 -0.048 -0.312 0.253
H -0.5126 -4.2300 -1.5271 0.275 -0.028 -0.186 0.266
H 0.1374 -3.2235 -2.8676 0.157 -0.186 0.221 0.272
C 3.0253 -2.5550 -1.6388 -0.037 -0.808 -0.042 -0.950
H 3.6394 -2.0060 -0.9072 -0.178 -0.354 -0.210 0.270
H 3.4977 -3.4984 -1.9406 0.456 0.500 -0.195 0.251
H 2.8292 -1.8946 -2.4975 0.053 -0.396 0.213 0.269
C 1.7523 -3.9947 0.6131 0.399 -0.802 -0.248 -0.957
H 0.7932 -4.2899 1.0554 0.282 -0.080 -0.136 0.265
H 2.3371 -4.8614 0.2775 -0.115 -0.139 0.724 0.247
H 2.3102 -3.3895 1.3400 -0.085 -0.173 -0.311 0.275
C -1.5822 -1.6328 -0.8183 -2.776 0.625 -0.736 0.558
O -2.6437 -1.4729 -1.2114 2.444 -0.528 0.831 -0.453
H 1.9045 -0.5285 0.8310 -0.136 -0.097 -0.288 -0.251
H 0.6881 -0.2842 -1.7538 0.034 0.559 -1.405 -0.280
C -0.3490 4.8728 1.8532 -0.082 0.694 -0.152 -0.421
N -0.2303 3.5314 1.2733 -0.034 0.087 0.177 -0.566
C -1.0415 2.7625 0.5655 -0.107 -1.606 0.243 0.442
S -0.7593 0.9759 0.6063 -0.494 1.277 0.355 -0.417
N -2.1606 3.0941 -0.0606 -0.073 0.004 0.066 -0.565
C -3.0513 4.2460 -0.0307 0.026 0.666 -0.090 -0.419
H -1.2520 5.4349 1.5677 0.568 -0.603 0.031 0.215
H 0.5123 5.4691 1.5609 0.021 0.012 -0.260 0.223
H -0.3131 4.8556 2.9428 -0.187 -0.435 -0.003 0.224
H 0.5516 2.9818 1.5948 0.056 0.170 0.231 0.427
H -2.5153 2.2736 -0.5300 -0.273 0.152 -0.005 0.429
H -3.2225 4.5844 -1.0433 0.163 0.178 -0.312 0.222
H -4.0360 3.9905 0.3446 -0.011 -0.353 0.341 0.222
H -2.6880 5.0981 0.5511 0.003 -0.511 -0.264 0.212
```
Positions in Å, forces in eV/Å.

=====

3.
Density functional theory data (ωB97M-V with the def2-TZVPD basis set) for a structure of composition C7H21HoN2OPS.

Summary:
Spin multiplicity = 5
Charge = +1
Largest force on an atom = 7.141 eV Å⁻¹
Total energy = -58537.242 eV

XYZ file:
```
34
Properties=species:S:1:pos:R:3:forces:R:3:mulliken_charge:R:1
Ho 0.0610 0.3756 -0.8792 -0.018 -1.620 -2.607 0.219
H -2.9728 0.2734 -1.7288 0.217 0.245 -0.284 0.143
H -2.7021 0.6998 -2.2942 -0.125 -0.223 0.318 -0.124
P 1.3712 1.7142 -2.6800 -1.291 -1.779 2.347 0.633
C 1.6097 3.3924 -2.2367 0.590 0.909 -0.743 -1.166
H 2.1787 3.7615 -3.0836 0.208 1.121 0.124 0.402
H 0.6518 3.9039 -2.1339 0.115 0.049 -0.160 0.370
H 2.1690 3.4829 -1.3034 0.034 -0.106 -0.198 0.318
C 2.8986 0.8715 -2.9770 0.548 0.376 -0.635 -1.094
H 2.7346 -0.1745 -3.2499 -0.081 0.256 0.013 0.327
H 3.2997 1.4489 -3.8054 0.873 -0.337 -0.300 0.402
H 3.5483 0.9170 -2.0980 -0.178 0.088 -0.181 0.344
C 0.2834 1.5502 -4.0775 0.336 0.513 -0.870 -1.192
H -0.6498 2.0982 -3.9150 0.210 0.063 -0.128 0.339
H 0.8764 2.0049 -4.8648 -0.574 -0.011 -0.939 0.376
H 0.0508 0.5053 -4.3070 0.250 0.169 0.060 0.361
C -0.3153 2.1869 0.3488 -0.992 6.071 3.627 0.306
O -0.6476 3.1076 0.9544 0.908 -2.621 -1.501 -0.200
H 0.6435 -1.1613 -1.6468 0.791 -1.627 -1.315 -0.172
H 1.8066 0.5488 0.1608 -0.491 0.644 -0.232 -0.127
C -1.1282 -3.9781 3.0220 -0.244 -0.572 0.505 -0.987
N -1.2266 -2.9180 2.0912 0.596 3.153 -0.476 -0.198
C -0.8621 -1.6169 2.3497 -0.811 -1.091 1.931 0.783
S -0.4093 -0.7374 1.0499 -0.532 -0.690 1.246 -0.465
N -0.8549 -0.9683 3.5669 0.712 -0.863 -3.156 -0.210
C -1.7000 -1.2974 4.6534 -0.108 -0.246 0.701 -0.987
H -0.7529 -3.5858 3.9613 -0.019 -0.293 0.093 0.397
H -0.4506 -4.7310 2.6420 0.141 -0.250 0.057 0.313
H -2.1242 -4.3787 3.1181 -0.193 -0.610 0.565 0.337
H -1.3098 -3.1249 1.0853 0.207 0.192 0.909 0.246
H -0.3912 -0.0528 3.5364 -0.425 -0.730 0.000 0.250
H -1.0422 -1.5273 5.4750 -0.306 -0.302 0.777 0.344
H -2.3253 -0.4476 4.8917 -0.233 0.104 0.185 0.312
H -2.3185 -2.1432 4.3743 -0.117 0.019 0.268 0.400
```
Positions in Å, forces in eV/Å.

=====

4.
Density functional theory data (ωB97M-V with the def2-TZVPD basis set) for a cluster of 2 separate species, C7H21N2O2PSi in total.

Summary:
SMILES string = CCN[Si@H](CC)[PH2]=O.CN(C)C=O
Largest force on an atom = 0.455 eV Å⁻¹
Total energy = -31841.805 eV

XYZ file:
```
34
Properties=species:S:1:pos:R:3:forces:R:3:nbo_charge:R:1
C -1.4934 -2.0494 1.8485 0.096 -0.056 0.014 -0.618
C -1.0734 -1.1898 0.6691 0.064 0.016 -0.131 -0.210
N 0.0267 -0.2687 0.9898 -0.343 0.027 0.282 -1.069
Si -0.2688 1.4309 1.0131 0.365 -0.011 -0.063 1.253
C 1.1338 2.2706 1.9022 0.056 -0.250 0.139 -0.889
C 1.2544 1.8140 3.3746 0.001 -0.022 0.036 -0.613
P -2.2031 2.0208 2.0670 0.035 0.016 -0.093 1.072
O -3.1086 2.8052 1.1916 -0.337 0.231 -0.201 -1.094
H -1.9969 -1.4656 2.6198 0.032 0.022 0.017 0.206
H -0.6123 -2.5204 2.2933 -0.045 -0.010 0.013 0.203
H -2.1600 -2.8502 1.5282 -0.053 0.041 0.005 0.223
H -1.9260 -0.6004 0.3134 -0.029 -0.069 -0.047 0.188
H -0.7861 -1.8407 -0.1633 0.021 0.016 0.006 0.185
H 0.5829 -0.6140 1.7600 0.139 -0.074 -0.077 0.392
H -0.4205 1.9317 -0.3668 -0.186 0.009 -0.022 -0.172
H 2.0373 2.0023 1.3461 0.016 0.146 0.012 0.244
H 1.0254 3.3537 1.8426 0.029 0.006 -0.097 0.248
H 2.2510 1.4319 3.5940 -0.006 0.030 0.014 0.219
H 0.5500 1.0179 3.6399 0.021 0.014 -0.027 0.191
H 1.0612 2.6355 4.0626 0.005 0.010 -0.002 0.221
H -2.7857 0.8766 2.6606 0.067 -0.092 0.062 -0.090
H -1.7820 2.6908 3.2378 0.036 -0.027 0.160 -0.088
C 1.4784 -2.2769 -2.7878 0.044 -0.096 0.032 0.528
O 1.9743 -3.2090 -3.3896 -0.009 0.022 0.025 -0.622
N 0.9456 -1.1878 -3.3744 -0.052 0.082 -0.028 -0.430
C 0.3644 -0.1122 -2.5996 0.039 -0.029 -0.084 -0.409
C 0.9636 -1.1068 -4.8241 -0.011 0.008 0.022 -0.415
H 1.4210 -2.2407 -1.6850 0.007 -0.008 -0.011 0.103
H -0.6908 0.0259 -2.8472 -0.006 0.003 0.015 0.196
H 0.8870 0.8297 -2.7814 -0.004 0.011 -0.001 0.196
H 0.4477 -0.3504 -1.5413 0.009 0.033 0.034 0.222
H 0.4190 -1.9417 -5.2655 -0.008 -0.007 0.004 0.214
H 1.9859 -1.1408 -5.2011 0.010 0.002 0.005 0.214
H 0.4980 -0.1720 -5.1275 -0.002 0.006 -0.013 0.202
```
Positions in Å, forces in eV/Å.

=====

5.
Density functional theory data (ωB97M-V with the def2-TZVPD basis set) for a cluster of 5 separate species, C7H21N3O10S in total.

Summary:
SMILES string = CCOS(C)(=O)=O.C[N+](=O)[O-].C[N+](=O)[O-].C[N+](=O)[O-].CO
Largest force on an atom = 6.320 eV Å⁻¹
Total energy = -43362.613 eV

XYZ file:
```
42
Properties=species:S:1:pos:R:3:forces:R:3:nbo_charge:R:1
C 1.6500 0.3425 1.6123 2.032 0.001 2.077 -0.222
O 2.1605 1.1615 2.6542 -0.052 0.635 0.651 -0.744
H 0.6651 -0.0229 1.9030 0.039 0.468 0.073 0.163
H 1.6516 0.8669 0.6567 0.954 0.546 1.704 0.166
H 2.3265 -0.5101 1.5533 -0.666 -0.065 -0.235 0.193
H 3.0853 0.9627 2.8178 -0.086 -0.128 -0.119 0.461
O 4.4334 -1.9361 -1.6060 -1.579 0.379 1.388 -0.927
S 3.3322 -1.5153 -0.7298 -0.450 0.800 -0.693 2.267
O 2.7711 -2.4105 0.2820 1.153 1.202 -1.305 -0.919
O 3.8234 -0.1565 0.0907 -0.008 -1.012 0.076 -0.735
C 4.4845 0.8592 -0.6348 2.219 0.101 -1.225 -0.080
C 5.2911 1.7939 0.2897 -0.648 -1.834 0.250 -0.627
C 1.9088 -0.7187 -1.7148 5.971 -2.032 0.399 -0.824
H 3.8840 1.4241 -1.3478 -0.775 -0.062 0.369 0.170
H 5.2280 0.3557 -1.2527 -0.007 -0.039 -0.319 0.194
H 4.6636 1.8685 1.1778 0.094 1.184 0.027 0.218
H 5.6444 2.6788 -0.2398 -0.491 0.161 0.380 0.223
H 6.1618 1.2361 0.6345 0.154 0.042 -0.074 0.209
H 1.0240 -1.3552 -1.7049 3.141 -1.072 0.346 0.277
H 2.3857 -0.6303 -2.6910 -0.396 0.112 -0.188 0.227
H 1.6790 0.1974 -1.1707 1.216 -0.411 -1.204 0.244
C -5.1008 -2.3666 -0.5617 -0.336 -0.386 1.191 -0.483
N -5.1397 -0.8855 -0.4958 -0.740 1.052 -1.013 0.532
O -6.1210 -0.2961 -0.0431 0.524 -1.366 -0.572 -0.353
O -4.1385 -0.2791 -0.8415 -2.274 -1.454 -1.899 -0.400
H -5.8510 -2.6712 0.1680 -0.117 -0.266 -0.410 0.242
H -4.1316 -2.7018 -0.1924 0.074 0.238 -0.205 0.235
H -5.2701 -2.7761 -1.5576 -0.127 0.491 0.045 0.258
C -1.8505 0.3581 -0.7264 2.184 0.019 0.147 -0.487
N -0.4161 -0.1158 -0.9633 -1.891 0.756 -0.725 0.555
O 0.4333 0.1654 -0.1285 -5.426 -0.790 -1.292 -0.382
O -0.1772 -0.7061 -1.9970 -5.727 0.984 -1.487 -0.380
H -2.3823 -0.4557 -0.2335 1.725 0.240 -0.461 0.219
H -2.5349 0.5679 -1.5484 1.541 0.148 -0.687 0.263
H -1.6344 1.2115 -0.0837 0.049 -0.634 -0.785 0.248
C -3.7396 0.3833 1.2942 -1.399 -0.002 3.677 -0.496
N -3.0354 1.6407 1.1171 1.193 -0.233 0.580 0.523
O -1.9671 1.7736 1.7078 -0.846 0.238 0.392 -0.381
O -3.4265 2.3724 0.2511 -0.687 0.993 -0.252 -0.349
H -3.1820 -0.4669 0.9012 -0.498 0.772 1.038 0.221
H -4.7753 0.5172 0.9818 0.658 0.183 0.113 0.248
H -3.8134 0.2389 2.3721 0.304 0.040 0.227 0.234
```
Positions in Å, forces in eV/Å.

=====

6.
Density functional theory data (ωB97M-V with the def2-TZVPD basis set) for a structure of composition C7H22BeN10O11.

Summary:
Spin multiplicity = 2
Charge = -1
Largest force on an atom = 10.006 eV Å⁻¹
Total energy = -45440.335 eV

XYZ file:
```
51
Properties=species:S:1:pos:R:3:forces:R:3:nbo_charge:R:1
Be -13.3979 13.4352 28.5553 -0.326 0.216 -0.071 1.110
O -14.9690 9.6770 26.9626 0.049 -1.264 -0.559 -0.762
C -14.4601 10.8881 27.3529 -1.736 -1.085 0.147 0.901
O -14.1300 11.0224 28.4791 2.214 -0.694 6.258 -0.771
O -14.5242 11.7963 26.5953 -0.236 3.713 -5.629 -0.805
H -15.1235 9.8647 26.0338 -0.299 -0.297 -0.371 0.467
O -15.1390 16.9234 28.9931 -3.413 -0.180 -0.709 -0.742
C -13.8327 16.9005 29.0306 3.403 -0.588 1.042 0.923
O -13.1489 15.9637 28.7053 0.710 -4.684 -2.110 -0.779
O -13.3006 17.8774 29.5362 0.328 4.092 1.401 -0.840
H -15.1649 17.8155 29.3467 -1.059 0.670 0.333 0.482
C -13.0859 13.8155 32.1630 -0.445 0.183 -3.415 0.755
O -12.9789 13.9070 30.9410 -0.310 -0.546 0.623 -0.650
N -14.0051 13.2095 32.8932 -3.733 -2.494 0.257 -0.842
N -12.2724 14.3939 32.9759 3.625 2.164 1.762 -0.830
H -14.0478 13.3878 33.8864 -0.261 0.004 -0.446 0.355
H -14.8884 13.1023 32.4153 0.005 -0.310 0.088 0.407
H -12.4530 14.2526 33.9595 1.003 0.851 -0.265 0.366
H -11.6046 14.9795 32.4950 0.316 0.101 0.890 0.424
C -16.8187 13.4056 30.3376 6.037 2.473 -3.674 0.700
O -15.6163 13.4980 29.9558 -2.125 0.343 1.635 -0.679
N -17.7692 14.2616 30.1890 -2.320 4.661 -0.776 -0.825
N -17.3206 12.3408 30.7474 -1.312 -8.685 3.730 -0.824
H -18.6947 13.9018 30.3735 0.012 0.975 -0.431 0.355
H -17.5650 15.0765 29.6283 -0.408 0.039 0.119 0.422
H -16.6703 11.6009 30.9706 -0.175 -0.142 -0.242 0.410
H -18.2957 12.1421 30.9201 0.321 0.240 -0.025 0.359
C -10.6778 11.1880 28.4821 -2.042 0.564 1.729 0.762
O -11.4609 11.9274 29.0781 0.397 -0.033 -0.782 -0.657
N -9.4478 10.9591 28.9353 2.155 -0.771 -0.609 -0.846
N -11.0196 10.3797 27.4421 -1.202 0.287 -0.719 -0.872
H -9.0159 10.2810 28.3239 0.994 0.109 0.950 0.359
H -9.0446 11.2992 29.7966 -0.364 0.033 -0.495 0.413
H -10.4424 9.7313 26.9258 -0.092 0.319 0.421 0.373
H -12.0217 10.3648 27.3169 0.048 -0.067 -0.342 0.433
C -12.0044 14.0377 25.3444 -2.805 -0.862 3.001 0.763
O -12.0284 13.7636 26.5615 0.143 0.338 -1.206 -0.688
N -10.9235 14.0693 24.6468 4.289 0.273 -3.834 -0.815
N -13.1735 14.3258 24.6634 1.073 0.258 1.671 -0.878
H -10.9921 14.3099 23.6683 -0.243 0.086 0.122 0.358
H -10.0101 13.6735 24.8178 -0.608 0.017 1.074 0.401
H -13.7935 14.1528 25.4418 -1.817 -0.010 -0.803 0.454
H -13.3094 14.2193 23.6683 -0.219 -0.276 0.607 0.382
C -16.4513 14.5410 26.9375 0.225 1.649 -0.190 0.727
O -15.4009 14.3921 27.4165 5.366 0.212 1.494 -0.625
N -16.9614 15.5988 26.4062 -0.742 6.818 -2.827 -0.844
N -17.3445 13.6689 26.9829 -5.364 -8.349 1.283 -0.832
H -16.5321 16.4959 26.5826 0.245 -0.226 -0.149 0.409
H -17.8784 15.6420 25.9849 0.321 -0.211 0.342 0.362
H -18.2658 13.6342 26.5704 0.454 0.426 0.105 0.365
H -17.0717 12.8603 27.5230 -0.081 -0.342 -0.399 0.410
```
Positions in Å, forces in eV/Å.